Molecular formula: C11H41N12O13
Method: DFT, wB97M-V/def2-TZVPD

Last columns: bonded neighbours and bond lengths (Å).
Atoms and positions in Å:
1 N -22.7367 10.5786 8.4022  O2 1.228, O3 1.276, O4 1.208
2 O -23.5779 10.3938 7.5268  N1 1.228
3 O -23.0898 11.3809 9.3302  N1 1.276
4 O -21.6521 10.0562 8.3024  N1 1.208
5 C -21.9177 16.7632 5.9853  O6 1.192, N7 1.273, N8 1.313
6 O -21.0524 17.5287 5.6907  C5 1.192
7 N -22.5629 16.0305 5.1681  C5 1.273, H9 1.010, H10 1.010
8 N -22.0427 16.2295 7.1786  C5 1.313, H11 1.010, H12 1.010
9 H -22.2742 15.9141 4.2073  N7 1.010
10 H -23.2508 15.3697 5.5002  N7 1.010
11 H -22.8618 15.6414 7.2359  N8 1.010
12 H -21.5357 16.4971 8.0102  N8 1.010
13 C -17.0354 10.7616 6.1340  O14 1.227, N15 1.297, N16 1.264
14 O -15.8829 11.0514 5.8269  C13 1.227
15 N -17.9361 10.8183 5.2023  C13 1.297, H17 1.010, H18 1.010
16 N -17.2840 10.2256 7.2515  C13 1.264, H19 1.010, H20 1.010
17 H -18.9145 10.6779 5.4101  N15 1.010
18 H -17.6613 11.0981 4.2716  N15 1.010
19 H -16.5223 10.1391 7.9092  N16 1.010
20 H -18.2376 9.9262 7.3970  N16 1.010
21 C -28.3530 13.2664 10.2632  O22 1.174, N23 1.218, N24 1.285
22 O -29.3156 13.3442 10.9304  C21 1.174
23 N -27.2745 12.9999 10.7633  C21 1.218, H25 1.010, H26 1.010
24 N -28.1756 13.5102 9.0146  C21 1.285, H27 1.010, H28 1.010
25 H -26.3900 12.9289 10.2808  N23 1.010
26 H -27.2941 12.9212 11.7700  N23 1.010
27 H -27.3256 13.2755 8.5220  N24 1.010
28 H -28.9596 13.9994 8.6071  N24 1.010
29 C -23.3385 6.0534 4.2614  O30 1.212, N31 1.271, N32 1.279
30 O -23.6805 5.5361 3.2203  C29 1.212
31 N -22.8021 7.2033 4.3402  C29 1.271, H33 1.010, H34 1.010
32 N -23.4737 5.4908 5.4024  C29 1.279, H35 1.010, H36 1.010
33 H -22.7445 7.7474 5.1892  N31 1.010
34 H -22.7848 7.7804 3.5115  N31 1.010
35 H -23.8661 4.5620 5.4605  N32 1.010
36 H -22.9656 5.9521 6.1435  N32 1.010
37 C -27.9489 5.8105 8.5634  O38 1.238, N39 1.291, N40 1.298
38 O -27.0487 4.9895 8.3442  C37 1.238
39 N -29.1913 5.5286 8.7747  C37 1.291, H41 1.010, H42 1.010
40 N -27.7238 7.0873 8.6131  C37 1.298, H43 1.010, H44 1.010
41 H -29.8127 6.2724 9.0588  N39 1.010
42 H -29.6595 4.6379 8.6880  N39 1.010
43 H -28.4351 7.7170 8.9561  N40 1.010
44 H -26.9411 7.4623 8.0964  N40 1.010
45 C -17.4744 2.7934 6.2485  O46 1.397, H54 1.090, H55 1.090, H56 1.090
46 O -18.0281 3.0749 7.4998  C45 1.397, C47 1.416
47 C -18.4837 4.4154 7.5193  O46 1.416, C48 1.567, H57 1.090, H58 1.090
48 C -19.0130 4.7739 8.9497  C47 1.567, N49 1.474, H59 1.090, H60 1.090
49 N -18.2417 4.2613 10.0961  C48 1.474, C50 1.398, H61 1.010
50 C -19.0468 3.7489 11.1176  N49 1.398, C51 1.499, H62 1.090, H63 1.090
51 C -18.1924 3.1384 12.1876  C50 1.499, O52 1.424, H64 1.090, H65 1.090
52 O -18.0778 1.7209 12.1100  C51 1.424, C53 1.476
53 C -17.2263 1.2487 11.0002  O52 1.476, H66 1.090, H67 1.090, H68 1.090
54 H -18.2969 2.5811 5.5655  C45 1.090
55 H -16.8865 1.8781 6.3171  C45 1.090
56 H -16.7375 3.4329 5.7625  C45 1.090
57 H -19.2504 4.5418 6.7550  C47 1.090
58 H -17.5789 4.9967 7.3416  C47 1.090
59 H -20.0268 4.3871 9.0534  C48 1.090
60 H -19.0693 5.8616 8.9932  C48 1.090
61 H -17.6686 3.5143 9.7306  N49 1.010
62 H -19.6819 2.9857 10.6680  C50 1.090
63 H -19.8548 4.3242 11.5697  C50 1.090
64 H -18.5657 3.3050 13.1981  C51 1.090
65 H -17.1798 3.5213 12.3149  C51 1.090
66 H -16.2746 1.7377 11.2085  C53 1.090
67 H -17.6127 1.6201 10.0510  C53 1.090
68 H -16.9828 0.1915 10.8943  C53 1.090
69 O -25.3319 12.9129 4.6115  H70 0.957, H71 0.957
70 H -24.9617 12.3797 3.9080  O69 0.957
71 H -25.3793 12.3206 5.3620  O69 0.957
72 O -23.2432 9.2800 12.6347  H73 0.957, H74 0.957
73 H -23.7722 9.6621 11.9344  O72 0.957
74 H -22.3728 9.6590 12.5121  O72 0.957
75 O -19.5668 13.5318 10.6541  H76 0.957, H77 0.957
76 H -20.2525 13.1269 10.1229  O75 0.957
77 H -18.7771 13.4661 10.1173  O75 0.957

The energy relative to the best compared isomer or geometry (same formula, charge and spin) is 4.168 eV. As for the net charge: -1. The value obtained for the total energy is -2078.83699 a.u. The calculation puts the frontier orbital gap at 7.8 eV. The value obtained for the lowest unoccupied orbital energy is 1.850 eV. Its HOMO energy is -0.21930 Eh.